{
  "formula": "C2H9N2S2",
  "method": "ωB97M-V with the def2-TZVPD basis set",
  "e_above_lowest_ev": 0.869,
  "lumo_energy_ev": -4.20,
  "spin_multiplicity": 1,
  "e_tot_ha": -987.22939,
  "total_charge": 1,
  "elements": ["C", "S", "S", "H", "H", "H", "H", "N", "C", "N", "H", "H", "H", "H", "H"],
  "coordinates": [[-2.770927, 0.160195, -1.865778], [-2.218098, 0.024994, -0.149956], [-0.556936, 1.314926, -0.129696], [-2.429432, 1.061165, -2.373050], [-2.480291, -0.586254, -2.622960], [-3.858821, 0.125090, -1.941090], [-1.283489, 2.443003, 0.169160], [1.305573, -1.504766, 0.883204], [2.353746, -0.787737, 1.271006], [2.506100, 0.463619, 0.914222], [0.487309, -0.923911, 0.753593], [1.240371, -2.450950, 1.200605], [2.937975, -1.131951, 2.119607], [2.890997, 1.088309, 1.613540], [1.875923, 0.704263, 0.157596]],
  "forces_ev_per_a": [[-0.282, -0.192, -1.705], [0.652, 0.180, -0.518], [-1.474, 0.249, 0.021], [-0.106, 0.440, 0.637], [0.483, -0.449, 0.986], [-0.039, 0.283, 0.577], [0.706, -0.508, -0.066], [1.285, 1.012, 0.110], [-0.885, 0.115, 1.636], [-0.336, -1.356, -0.068], [-0.560, -0.537, -0.654], [-0.340, -0.329, 0.047], [0.521, -0.393, -0.487], [0.228, 0.321, -0.713], [0.149, 1.162, 0.197]]
}